[1]
The following is a quantum chemistry calculation of 3 unconnected molecules or ions with the total composition C7H18FN4O3 at a distorted geometry, from the Open Molecules 2025 dataset.

Structure (XYZ):
```
33
Properties=species:S:1:pos:R:3
C -0.8955 0.0255 -0.7078
C -1.4121 1.2841 -0.6428
C -1.1401 -1.1266 -1.5373
C 2.6260 -1.7146 2.1696
C -3.1346 3.0231 -0.8322
C 0.0475 1.1295 1.0541
C 1.6960 -3.9907 2.0246
N 1.8000 2.1023 -2.2534
N 1.6035 -2.7195 1.8663
N 0.3733 0.0622 0.0639
N -2.5411 1.7788 -1.3278
O 0.4765 -2.2332 1.3623
O -0.7156 2.0913 0.2860
O 0.6995 -4.7777 1.7954
F 1.4701 0.7412 -2.5041
H -1.1078 -2.0503 -1.0270
H -2.1452 -1.1928 -1.7842
H -0.4392 -1.2297 -2.2764
H 2.2809 -0.9981 2.7493
H 3.5872 -2.1061 2.7456
H 2.9629 -1.3107 1.3209
H -2.4071 3.8762 -0.6032
H -3.6753 3.4096 -1.6034
H -3.8152 2.6196 -0.0224
H -0.5882 0.7178 1.7475
H 0.8972 1.7425 1.3450
H 2.6505 -4.3328 2.3899
H 0.9910 2.7075 -2.2223
H 1.2034 0.2867 -0.3973
H 2.3490 2.5508 -2.9789
H -3.2134 1.0603 -1.5212
H -0.1385 -4.2799 1.7952
H 0.4916 -0.7981 0.6760
```

Values from the calculation:
M in g/mol: 225.2
Relative energy (zero: lowest compared OMol25 entry of this formula, charge and spin) in kJ/mol: 0.00
E_HOMO in Ha: -0.421
Charge: +1
Kohn-Sham gap in eV: 9.25


[2]
The following is a quantum chemistry calculation of C5H8N2 in the gas phase, from the Open Molecules 2025 dataset.

Structure (XYZ):
```
15
Properties=species:S:1:pos:R:3
C 0.9947 1.1567 -1.3326
N 0.0976 0.5909 -0.5183
C -0.9065 1.1603 0.1574
C -1.2785 0.3061 1.3239
C -0.5981 -0.9875 0.9731
C 0.1770 -0.7980 -0.0958
N 0.9493 -1.6684 -0.8509
H 1.6310 0.5535 -1.9560
H 1.0191 2.2355 -1.3602
H -0.8409 0.7135 2.2527
H -1.1382 2.2023 -0.0137
H -2.3546 0.1961 1.4982
H -0.7301 -1.9225 1.5035
H 1.7740 -1.2394 -1.2471
H 1.2041 -2.4991 -0.3342
```

Values from the calculation:
M in g/mol: 96.1
Relative energy (zero: lowest compared OMol25 entry of this formula, charge and spin) in kJ/mol: 268.72
E_HOMO in Ha: -0.237
Kohn-Sham gap in eV: 7.51


[3]
The following is a quantum chemistry calculation of CH2N2O3S in the gas phase at a distorted geometry, from the Open Molecules 2025 dataset.

Structure (XYZ):
```
9
Properties=species:S:1:pos:R:3
N -0.3481 0.2703 0.0313
S 0.2398 0.6935 1.5502
O -0.8495 0.3675 2.3679
O 0.9098 1.9290 1.5685
N 1.3929 -0.5617 1.7907
C 2.4515 -0.7120 2.3257
O 3.4863 -1.0043 2.7074
H 0.3027 -0.1414 -0.6536
H -0.9147 -0.5515 0.1473
```

Values from the calculation:
M in g/mol: 122.1
Relative energy (zero: lowest compared OMol25 entry of this formula, charge and spin) in kJ/mol: 1.28
E_HOMO in Ha: -0.419
Kohn-Sham gap in eV: 11.67
SMILES: NS(=O)(=O)N=C=O


[4]
The following is a quantum chemistry calculation of 13 unconnected molecules or ions with the total composition C26H78O13 at a distorted geometry, from the Open Molecules 2025 dataset.

Structure (XYZ):
```
117
Properties=species:S:1:pos:R:3
C -4.9062 2.6194 -0.7646
C -3.4396 2.5007 -1.1507
O -2.7250 1.8044 -0.1343
H -5.4884 3.1900 -1.4896
H -4.9825 3.1503 0.1894
H -5.3753 1.6388 -0.6859
H -3.0020 3.4835 -1.3425
H -3.4357 1.8604 -2.0432
H -1.9609 1.3681 -0.5568
C -1.0681 4.0295 -3.9400
C -2.2078 3.5253 -4.7978
O -2.6336 4.6136 -5.6206
H -0.2254 4.2743 -4.5858
H -0.7416 3.2916 -3.2051
H -1.4342 4.8968 -3.3912
H -3.0117 3.1731 -4.1372
H -1.9648 2.6695 -5.4367
H -3.2746 4.2686 -6.2488
C 4.4456 -0.4813 3.0210
C 3.7187 -0.7740 1.7143
O 2.3426 -0.4500 1.8187
H 3.8316 -0.7783 3.8734
H 4.5734 0.6015 3.0956
H 5.4055 -0.9892 3.1102
H 3.8350 -1.8445 1.4978
H 4.1463 -0.2206 0.8819
H 1.8411 -1.1536 2.2536
C -0.7275 -0.7619 0.7400
C -0.0115 -0.5740 -0.5769
O -0.5422 0.5671 -1.2599
H -0.2774 -0.1880 1.5514
H -0.7223 -1.8233 0.9926
H -1.7707 -0.4449 0.7064
H -0.0858 -1.4449 -1.2386
H 1.0565 -0.4314 -0.3884
H -0.2456 0.5238 -2.1937
C 0.9017 3.4723 0.4531
C 2.3197 2.9532 0.2464
O 2.7636 2.2951 1.4469
H 0.2803 2.6469 0.8018
H 0.4596 3.8171 -0.4851
H 0.9040 4.2387 1.2267
H 3.0870 3.6907 0.0215
H 2.3009 2.2104 -0.5587
H 2.4403 1.3828 1.4219
C 3.0140 3.8195 -3.7450
C 2.6981 2.3828 -3.3902
O 2.2962 1.6999 -4.6027
H 2.1182 4.3170 -4.1230
H 3.7517 3.8411 -4.5475
H 3.3150 4.4029 -2.8740
H 1.8669 2.2396 -2.7010
H 3.5759 1.8582 -3.0026
H 3.0358 1.7041 -5.2171
C -1.8128 -0.9968 -4.3806
C -0.4369 -0.5768 -4.8250
O 0.0456 0.4065 -3.9013
H -1.7578 -1.5567 -3.4438
H -2.2902 -1.6948 -5.0733
H -2.4774 -0.1424 -4.2610
H -0.4149 -0.1587 -5.8352
H 0.2607 -1.4204 -4.8158
H 0.8177 0.8561 -4.2970
C -2.7022 -4.6086 1.8045
C -3.1807 -3.2173 1.4248
O -2.7965 -2.3185 2.4563
H -2.8599 -5.3329 1.0068
H -3.2021 -4.9718 2.7035
H -1.6419 -4.5468 2.0643
H -4.2727 -3.2289 1.3165
H -2.7569 -2.8856 0.4691
H -3.1728 -1.4549 2.2049
C -0.3619 -2.0583 4.2270
C 0.9705 -2.6961 4.5494
O 1.7360 -2.8086 3.3470
H -0.7883 -2.5388 3.3437
H -0.2928 -0.9895 4.0195
H -1.0616 -2.1894 5.0520
H 0.8095 -3.6528 5.0582
H 1.5143 -2.0743 5.2746
H 2.5792 -3.2109 3.5849
C 3.1650 -1.0730 -2.2293
C 2.7467 -2.1403 -3.2246
O 3.4703 -3.3328 -2.9735
H 3.0837 -1.4475 -1.2052
H 2.5262 -0.1843 -2.2296
H 4.1968 -0.7658 -2.4009
H 2.9346 -1.7942 -4.2438
H 1.6727 -2.3558 -3.1686
H 2.9707 -3.8414 -2.3060
C -3.7370 1.0607 3.4212
C -4.7580 0.3747 2.5287
O -4.1729 -0.0780 1.3057
H -2.9683 0.3504 3.7288
H -4.2164 1.4307 4.3329
H -3.2735 1.9297 2.9502
H -5.6165 1.0161 2.3134
H -5.0872 -0.5245 3.0545
H -3.8307 0.7023 0.8208
C 0.2677 -4.4718 0.5089
C 1.7655 -4.4762 0.3034
O 2.0843 -4.8420 -1.0463
H -0.1410 -5.4839 0.6000
H -0.2329 -3.9501 -0.3079
H -0.0124 -4.0260 1.4669
H 2.2183 -5.2306 0.9564
H 2.2017 -3.5179 0.5808
H 1.4023 -5.4424 -1.3602
C 0.5603 1.7479 4.1958
C 1.6901 1.2484 5.0873
O 1.3117 1.3439 6.4531
H 0.7218 1.3938 3.1710
H 0.4561 2.8293 4.1444
H -0.3896 1.2627 4.4386
H 2.5870 1.8265 4.8595
H 1.8321 0.2008 4.7999
H 2.0531 1.6659 6.9699
```

Values from the calculation:
M in g/mol: 598.9
Relative energy (zero: lowest compared OMol25 entry of this formula, charge and spin) in kJ/mol: 102.31
E_HOMO in Ha: -0.357
Kohn-Sham gap in eV: 10.20


[5]
The following is a quantum chemistry calculation of a gas-phase ion, C5H8NO (charge -1) at a distorted geometry, from the Open Molecules 2025 dataset.

Structure (XYZ):
```
15
Properties=species:S:1:pos:R:3
C 2.0807 -1.7925 0.0121
C 1.9610 -0.5893 -0.0763
C 1.5657 0.8830 0.1057
N 0.3892 1.3191 -0.5690
C -0.8028 0.8704 0.0865
C -1.3982 -0.4461 -0.4597
O -2.7208 -0.7198 0.0284
H 2.3992 -2.8106 0.0291
H 2.4222 1.4526 -0.2940
H 1.5532 1.0717 1.2055
H -0.6646 0.7447 1.1926
H -1.6014 1.6414 -0.0209
H -1.3914 -0.3977 -1.5572
H -0.7561 -1.2872 -0.1767
H -3.0357 0.0603 0.4939
```

Values from the calculation:
M in g/mol: 98.1
Relative energy (zero: lowest compared OMol25 entry of this formula, charge and spin) in kJ/mol: 204.93
E_HOMO in Ha: -0.068
Charge: -1
Kohn-Sham gap in eV: 5.98


[6]
The following is a quantum chemistry calculation of CH4O3S in the gas phase at a distorted geometry, from the Open Molecules 2025 dataset.

Structure (XYZ):
```
9
Properties=species:S:1:pos:R:3
O 0.9330 0.7336 0.4108
C 0.3005 -0.2526 -0.4253
O 0.5179 -1.5480 -0.0552
O -1.0790 -0.1143 -0.4549
S -1.7692 1.3988 -0.4697
H 1.5989 0.3713 1.0103
H 0.6967 -0.2710 -1.4479
H 0.0307 -1.7789 0.6956
H -1.2295 1.4611 0.7362
```

Values from the calculation:
M in g/mol: 96.1
Relative energy (zero: lowest compared OMol25 entry of this formula, charge and spin) in kJ/mol: 174.06
E_HOMO in Ha: -0.340
Kohn-Sham gap in eV: 9.80
SMILES: OC(O)OS


[7]
The following is a quantum chemistry calculation of C6H17N3 in the gas phase at a distorted geometry, from the Open Molecules 2025 dataset.

Structure (XYZ):
```
26
Properties=species:S:1:pos:R:3
C -1.3677 1.4151 -0.0986
N 0.1095 0.4933 -0.6378
C -0.5327 -0.6068 -1.2622
N -1.7958 -0.8707 -0.5107
N -2.9111 -1.4072 -1.2225
C 1.1134 0.1915 0.3903
C 1.6370 1.5278 0.9387
C 0.6000 -0.6586 1.5722
C 2.3070 -0.5411 -0.2576
H -1.7163 1.7348 -1.0728
H -0.8377 2.2350 0.3680
H -2.1600 1.1650 0.6073
H 0.0799 -1.5154 -1.3195
H -0.8487 -0.3204 -2.2745
H -1.6098 -1.5026 0.2642
H -3.7437 -0.9457 -0.8692
H -2.8678 -1.1985 -2.2190
H 2.5006 1.3637 1.5841
H 0.8828 2.0391 1.5354
H 1.9275 2.1779 0.1143
H -0.2522 -0.1791 2.0504
H 1.3764 -0.7798 2.3259
H 0.2871 -1.6469 1.2398
H 2.0448 -1.5570 -0.5558
H 2.6413 0.0067 -1.1385
H 3.1363 -0.6201 0.4483
```

Values from the calculation:
M in g/mol: 131.2
Relative energy (zero: lowest compared OMol25 entry of this formula, charge and spin) in kJ/mol: 332.39
E_HOMO in Ha: -0.282
Kohn-Sham gap in eV: 8.59
SMILES: CN(CNN)C(C)(C)C


[8]
The following is a quantum chemistry calculation of C4H12N2O in the gas phase at a distorted geometry, from the Open Molecules 2025 dataset.

Structure (XYZ):
```
19
Properties=species:S:1:pos:R:3
C -1.9647 1.7725 0.3610
N -0.5487 2.0966 0.2144
C 0.3537 0.9998 0.5748
C 0.1369 -0.3172 -0.1407
N -0.3645 -1.3421 0.7790
C 1.3943 -0.8602 -0.8594
O 1.2911 -2.2281 -1.1520
H -2.5622 2.4983 -0.1844
H -2.3164 1.7628 1.3987
H -2.1799 0.7851 -0.0099
H -0.3476 2.8085 0.9067
H 1.3982 1.3224 0.5925
H 0.2458 0.7749 1.6571
H -0.6523 -0.1664 -0.8945
H -0.7771 -2.1567 0.3610
H -0.8749 -0.9351 1.5461
H 1.5568 -0.3321 -1.7927
H 2.2059 -0.6453 -0.1648
H 1.3068 -2.6820 -0.3024
```

Values from the calculation:
M in g/mol: 104.2
Relative energy (zero: lowest compared OMol25 entry of this formula, charge and spin) in kJ/mol: 175.07
E_HOMO in Ha: -0.330
Kohn-Sham gap in eV: 10.02
SMILES: CNC[C@H](N)CO